A structure of composition C5H10N2 in a non-equilibrium geometry. Source: the OMol25 dataset; level of theory: the ωB97M-V functional and the def2-TZVPD basis.

Computed properties:
- E_HOMO: -7.37 eV
- M: 98.15 g/mol
- Net charge: 0
- Frontier orbital gap: 8.29 eV
- LUMO: 0.916 eV

Each line ends with the natural charge from an NBO analysis.
Geometry (Å):
C -0.929 1.730 0.397  -0.616
C 0.611 -0.218 -0.227  0.113
C -0.754 0.350 -0.222  0.010
N 1.349 -0.445 -1.361  -0.801
N -1.470 0.234 -1.447  -0.832
C 0.728 -0.830 0.977  -0.155
C 1.344 -1.734 1.729  -0.475
H 1.247 0.246 -2.094  0.388
H 2.263 -0.849 -1.222  0.395
H -1.471 -0.710 -1.815  0.377
H -2.412 0.600 -1.404  0.372
H -0.809 -0.393 0.946  0.199
H -0.463 1.778 1.380  0.233
H -1.987 1.983 0.510  0.204
H -0.469 2.495 -0.241  0.204
H 1.824 -2.605 1.288  0.184
H 1.398 -1.630 2.807  0.200



An isolated molecule of C5H10N2 in a non-equilibrium geometry. Source: the OMol25 dataset; level of theory: the ωB97M-V functional and the def2-TZVPD basis.

Computed properties:
- E_HOMO: -7.82 eV
- M: 98.15 g/mol
- Net charge: 0
- Frontier orbital gap: 8.63 eV
- LUMO: 0.807 eV

Each line ends with the natural charge from an NBO analysis.
Geometry (Å):
C -1.079 -1.351 1.067  -0.669
C 0.574 1.815 -0.584  -0.647
C -0.788 -0.262 0.053  0.277
C 0.407 0.419 -0.053  -0.198
N -1.945 0.271 -0.497  -0.801
C 1.584 -0.437 0.040  0.133
N 2.808 -0.160 -0.232  -0.692
H -1.802 0.845 -1.322  0.388
H -2.722 -0.378 -0.580  0.383
H 3.434 -0.892 0.116  0.341
H 1.184 -1.513 0.183  0.129
H -0.248 -1.529 1.752  0.238
H -1.940 -1.074 1.687  0.232
H -1.312 -2.288 0.552  0.217
H 0.403 1.853 -1.665  0.206
H -0.145 2.493 -0.110  0.213
H 1.587 2.187 -0.407  0.250



An isolated molecule of C5H10N2 in a non-equilibrium geometry. Source: the OMol25 dataset; level of theory: the ωB97M-V functional and the def2-TZVPD basis.

Computed properties:
- E_HOMO: -9.09 eV
- M: 98.15 g/mol
- Net charge: 0
- Frontier orbital gap: 10.23 eV
- LUMO: 1.140 eV

Each line ends with the natural charge from an NBO analysis.
Geometry (Å):
C -1.445 2.054 1.421  -0.435
C -0.022 0.464 0.686  0.284
C 0.844 -0.062 -1.495  -0.255
C 0.988 -1.346 -0.777  -0.048
C -0.163 -2.294 -0.359  -0.632
H -1.403 3.144 1.277  0.205
H -2.550 1.866 1.535  0.197
H -0.936 1.838 2.423  0.174
H 0.064 0.014 1.783  0.138
H 1.647 0.333 -2.085  0.205
H -0.163 0.233 -1.905  0.214
H 1.920 -1.874 -0.916  0.200
H 0.122 -2.780 0.596  0.215
H -1.011 -1.671 -0.072  0.215
H -0.503 -3.027 -1.101  0.224
N -0.808 1.336 0.297  -0.477
N 1.037 -0.046 -0.066  -0.425



A cluster of 2 separate species, C5H10N2 in total in a non-equilibrium geometry. Source: the OMol25 dataset; level of theory: the ωB97M-V functional and the def2-TZVPD basis.

Computed properties:
- E_HOMO: -7.55 eV
- M: 98.15 g/mol
- Net charge: 0
- Frontier orbital gap: 8.42 eV
- LUMO: 0.868 eV

Each line ends with the natural charge from an NBO analysis.
Geometry (Å):
C 0.708 -0.257 -0.858  -0.511
C -0.539 2.044 0.688  -0.657
C -0.524 -0.625 -0.548  0.517
N 0.031 -2.782 0.628  -1.080
C 1.173 1.115 -0.890  -0.198
C 0.629 2.144 -0.236  -0.199
N -1.733 -0.765 -0.590  -0.655
H -0.330 -3.220 1.469  0.369
H -0.123 -3.405 -0.158  0.367
H -2.242 -1.117 0.210  0.379
H 1.044 -2.582 0.714  0.376
H 1.347 -1.005 -1.306  0.236
H 2.021 1.294 -1.538  0.208
H 1.065 3.125 -0.356  0.197
H -0.542 2.867 1.397  0.213
H -0.506 1.100 1.239  0.213
H -1.480 2.070 0.135  0.224



An isolated molecule of C5H10N2. Source: the OMol25 dataset; level of theory: the ωB97M-V functional and the def2-TZVPD basis.

Computed properties:
- E_HOMO: -9.22 eV
- M: 98.15 g/mol
- Net charge: 0
- Frontier orbital gap: 10.33 eV
- LUMO: 1.119 eV

Each line ends with the natural charge from an NBO analysis.
Geometry (Å):
C -2.055 -0.163 -0.054  -0.636
C -1.102 -0.365 -1.219  -0.070
N -0.197 0.720 -1.612  -0.588
C 0.371 -0.451 -0.974  -0.090
C 1.025 -0.540 0.374  -0.103
C 2.082 0.428 0.728  -0.253
N 0.903 0.302 1.573  -0.586
H -2.746 0.668 -0.239  0.212
H -1.514 0.041 0.874  0.214
H -2.666 -1.055 0.121  0.222
H -1.548 -0.874 -2.075  0.197
H -0.271 1.526 -0.999  0.341
H 1.062 -1.008 -1.615  0.204
H 1.184 -1.595 0.606  0.205
H 3.021 0.086 1.146  0.196
H 2.154 1.310 0.095  0.190
H 0.289 1.105 1.462  0.347



An isolated molecule of C5H10N2 in a non-equilibrium geometry. Source: the OMol25 dataset; level of theory: the ωB97M-V functional and the def2-TZVPD basis.

Computed properties:
- E_HOMO: -9.09 eV
- M: 98.15 g/mol
- Net charge: 0
- Frontier orbital gap: 10.03 eV
- LUMO: 0.944 eV

Each line ends with the natural charge from an NBO analysis.
Geometry (Å):
C 1.473 -0.778 -0.035  -0.109
C -1.499 -1.296 -0.144  -0.698
C -1.697 1.046 0.808  -0.660
C -0.796 -0.042 0.299  0.334
C 2.412 1.152 -0.872  -0.059
N 0.450 0.154 0.360  -0.466
N 2.563 -0.083 -0.662  -0.398
H 1.876 -1.254 0.859  0.201
H 1.151 -1.557 -0.740  0.175
H -0.929 -1.854 -0.897  0.222
H -2.482 -1.060 -0.560  0.223
H -1.641 -1.941 0.717  0.234
H -2.597 0.637 1.258  0.211
H -1.991 1.683 -0.023  0.226
H -1.178 1.664 1.540  0.233
H 1.711 1.874 -0.446  0.173
H 3.173 1.656 -1.462  0.155



An isolated molecule of C5H10N2. Source: the OMol25 dataset; level of theory: the ωB97M-V functional and the def2-TZVPD basis.

Computed properties:
- E_HOMO: -9.22 eV
- M: 98.15 g/mol
- Net charge: 0
- Frontier orbital gap: 10.22 eV
- LUMO: 1.005 eV

Each line ends with the natural charge from an NBO analysis.
Geometry (Å):
C 1.738 0.211 1.341  -0.622
C 1.453 -0.383 -0.012  -0.064
N 0.354 -1.327 -0.221  -0.619
C 0.314 -0.043 -0.919  -0.095
C -0.967 0.740 -0.740  -0.104
C -2.183 -0.117 -0.731  -0.256
N -1.797 0.649 0.450  -0.582
H 0.843 0.611 1.820  0.216
H 2.447 1.040 1.208  0.217
H 2.167 -0.542 2.020  0.215
H 2.360 -0.692 -0.542  0.184
H 0.650 -2.069 -0.841  0.357
H 0.601 -0.042 -1.970  0.193
H -1.005 1.702 -1.259  0.203
H -3.110 0.177 -1.221  0.194
H -1.981 -1.188 -0.693  0.203
H -1.359 0.024 1.125  0.358



A structure of composition C5H10N2 in a non-equilibrium geometry. Source: the OMol25 dataset; level of theory: the ωB97M-V functional and the def2-TZVPD basis.

Computed properties:
- E_HOMO (spin up / spin down): -8.28 / -7.60 eV
- M: 98.15 g/mol
- Net charge: 0
- Frontier orbital gap (spin up / spin down): 8.09 / 7.41 eV
- LUMO (spin up / spin down): -0.184 / -0.195 eV

Each line ends with the natural charge from an NBO analysis.
Geometry (Å):
C 0.418 0.568 -0.505  -0.060
C 0.300 2.079 -0.594  -0.619
C -2.061 -2.191 -0.085  -0.706
C 1.308 0.086 0.791  -0.153
C -1.063 -1.140 0.210  0.355
N -0.839 -0.051 -0.282  -0.374
N 2.608 0.127 0.540  -0.653
H 0.889 0.135 -1.390  0.222
H 3.078 0.852 1.081  0.324
H 0.899 0.645 1.650  0.151
H 0.599 -1.069 0.920  0.118
H -0.320 2.366 -1.444  0.223
H 1.299 2.497 -0.717  0.225
H -0.177 2.480 0.301  0.212
H -1.549 -3.123 -0.330  0.253
H -2.697 -2.353 0.785  0.245
H -2.692 -1.907 -0.932  0.235



A cluster of 2 separate species, C5H10N2 in total. Source: the OMol25 dataset; level of theory: the ωB97M-V functional and the def2-TZVPD basis.

Computed properties:
- E_HOMO (spin up / spin down): -6.91 / -7.62 eV
- M: 98.15 g/mol
- Net charge: 0
- Frontier orbital gap (spin up / spin down): 6.68 / 7.98 eV
- LUMO (spin up / spin down): -0.232 / 0.361 eV

Each line ends with the natural charge from an NBO analysis.
Geometry (Å):
C -0.882 0.014 0.089  -0.108
C -0.347 0.511 -1.165  -0.465
C 1.078 -1.415 0.915  -0.213
C -1.735 0.974 0.898  -0.612
N 0.375 -0.304 0.992  -0.497
C 1.769 -0.171 -1.580  0.038
N 2.470 0.390 -2.322  -0.392
H 0.914 0.542 1.158  0.394
H -1.375 -0.956 -0.003  0.201
H -0.513 -0.047 -2.072  0.217
H -0.208 1.578 -1.279  0.205
H 1.629 -1.016 -0.864  0.176
H 0.557 -2.348 0.738  0.196
H 2.117 -1.418 1.210  0.212
H -2.674 1.165 0.378  0.226
H -1.223 1.933 1.018  0.207
H -1.951 0.568 1.890  0.216



An isolated molecule of C5H10N2. Source: the OMol25 dataset; level of theory: the ωB97M-V functional and the def2-TZVPD basis.

Computed properties:
- E_HOMO: -7.84 eV
- M: 98.15 g/mol
- Net charge: 0
- Frontier orbital gap: 8.88 eV
- LUMO: 1.041 eV

Each line ends with the natural charge from an NBO analysis.
Geometry (Å):
C -2.590 -0.657 -0.153  -0.680
C 2.001 -0.983 -0.010  -0.654
C 0.365 1.019 -0.011  0.369
N 1.282 1.996 0.286  -0.813
C -1.323 -0.093 0.408  0.135
C 0.684 -0.337 -0.341  -0.312
N -0.944 1.185 0.094  -0.547
H 0.899 2.901 0.512  0.396
H 2.141 2.016 -0.242  0.384
H -0.991 -0.512 1.352  0.184
H 0.200 -0.694 -1.242  0.218
H -2.701 -1.715 0.090  0.218
H -3.441 -0.116 0.278  0.237
H -2.638 -0.527 -1.236  0.221
H 2.353 -0.695 0.983  0.213
H 1.914 -2.071 -0.038  0.222
H 2.789 -0.717 -0.729  0.207



The ion C5H10N2 with charge +1 in a non-equilibrium geometry. Source: the OMol25 dataset; level of theory: the ωB97M-V functional and the def2-TZVPD basis.

Computed properties:
- E_HOMO (spin up / spin down): -13.10 / -12.82 eV
- 2S+1: 2
- M: 98.15 g/mol
- Net charge: +1
- Frontier orbital gap (spin up / spin down): 7.80 / 4.82 eV
- LUMO (spin up / spin down): -5.298 / -7.996 eV

Each line ends with the Mulliken spin population.
Geometry (Å):
C -1.053 -0.159 1.108  0.015
C 0.511 -0.026 0.949  0.010
C 0.796 0.246 -0.482  0.193
C 1.862 1.044 -0.853  0.353
C -0.243 -1.509 -1.775  0.041
N 0.294 -0.396 -1.589  0.237
N -1.770 0.783 1.969  0.051
H -1.258 -1.167 1.423  -0.002
H -1.599 -0.081 0.153  0.002
H 0.809 0.826 1.574  -0.006
H 1.061 -0.879 1.356  0.032
H 2.293 1.791 -0.213  0.020
H 2.340 1.145 -1.824  0.013
H -0.426 -2.286 -1.016  0.026
H -0.709 -1.775 -2.731  0.014
H -1.625 1.740 1.693  0.000
H -1.855 0.549 2.941  -0.001



An isolated molecule of C5H10N2O in a non-equilibrium geometry. Source: the OMol25 dataset; level of theory: the ωB97M-V functional and the def2-TZVPD basis.

Computed properties:
- E_HOMO (spin up / spin down): -6.76 / -6.10 eV
- M: 114.15 g/mol
- Net charge: 0
- Frontier orbital gap (spin up / spin down): 7.01 / 6.35 eV
- LUMO (spin up / spin down): 0.250 / 0.247 eV

Each line ends with the natural charge from an NBO analysis.
Geometry (Å):
C 1.597 0.412 -1.350  -0.622
C 0.410 -0.063 0.838  0.353
C 0.444 -0.238 -0.642  -0.041
C -0.810 0.335 -0.053  0.098
N 0.380 -1.230 1.696  -0.824
N -2.057 -0.030 0.645  -0.795
C -0.859 -0.138 -1.482  -0.472
O 1.071 1.050 1.410  -0.707
H 1.701 0.773 2.098  0.488
H -0.269 -1.899 1.275  0.380
H -0.058 -0.975 2.578  0.353
H -2.869 0.230 0.086  0.367
H -2.131 0.537 1.489  0.361
H 1.421 1.482 -1.506  0.214
H 2.530 0.292 -0.789  0.214
H 1.759 -0.061 -2.325  0.214
H -1.320 -1.092 -1.710  0.204
H -0.939 0.615 -2.257  0.214



An isolated molecule of C5H10N2O in a non-equilibrium geometry. Source: the OMol25 dataset; level of theory: the ωB97M-V functional and the def2-TZVPD basis.

Computed properties:
- E_HOMO: -8.03 eV
- M: 114.15 g/mol
- Net charge: 0
- Frontier orbital gap: 9.01 eV
- LUMO: 0.982 eV

Each line ends with the natural charge from an NBO analysis.
Geometry (Å):
C 2.057 0.736 1.254  -0.251
C -1.239 0.712 1.113  -0.410
N -0.763 0.100 -0.126  -0.349
C 0.550 -0.020 -0.470  0.473
C -2.175 -1.110 -1.505  -0.054
C 1.183 -0.739 -1.395  -0.576
O 1.318 1.140 0.112  -0.552
N -1.498 -1.185 -0.419  -0.249
H 1.421 0.659 2.143  0.161
H 2.814 1.502 1.457  0.189
H 2.589 -0.212 1.103  0.180
H -0.957 1.768 1.147  0.229
H -0.859 0.190 1.997  0.186
H -2.333 0.675 1.141  0.215
H -2.163 -0.231 -2.169  0.179
H -2.834 -1.945 -1.789  0.189
H 0.684 -1.536 -1.929  0.212
H 2.205 -0.505 -1.664  0.227



A cluster of 2 separate species, C5H10N2O in total in a non-equilibrium geometry. Source: the OMol25 dataset; level of theory: the ωB97M-V functional and the def2-TZVPD basis.

Computed properties:
- E_HOMO: -8.60 eV
- M: 114.15 g/mol
- Net charge: 0
- Frontier orbital gap: 9.26 eV
- LUMO: 0.667 eV

Each line ends with the natural charge from an NBO analysis.
Geometry (Å):
C 0.093 2.794 1.651  -0.597
C 0.870 2.077 0.399  -0.420
C 0.254 0.820 -0.166  0.108
C -0.863 0.569 -0.948  -0.142
N -0.863 -0.893 -1.214  -0.532
C 0.176 -1.370 -0.492  0.188
N 0.874 -0.406 0.180  -0.487
H 0.821 3.565 1.869  0.205
H -0.139 2.222 2.556  0.212
H -0.865 3.171 1.376  0.200
H 0.856 2.777 -0.432  0.212
H 1.849 1.817 0.778  0.231
H -1.584 1.223 -1.363  0.213
H -1.410 -1.393 -1.859  0.417
H 0.348 -2.449 -0.494  0.188
H -0.028 -4.996 -1.346  0.463
H 0.166 -4.633 0.084  0.468
O -0.555 -4.893 -0.579  -0.926